A cluster of 3 separate species, C13H23N2O2S2 in total, computed with ωB97M-V with the def2-TZVPD basis set.

Summary:
- spin multiplicity = 1
- LUMO (eV) = -4.29
- net charge = +1
- total energy (Eh) = -1565.2638
- molecular weight (g mol⁻¹) = 303.5
- orbital gap (eV) = 7.10

Each atom is followed by the atoms it is bonded to, with distances in Å.
CARTESIAN COORDINATES (ANGSTROEM)
1 S 3.722 -1.354 2.865  S2 2.063, H10 1.343
2 S 1.697 -1.427 2.483  S1 2.063, C3 1.823, H11 1.351
3 C 0.953 0.018 3.309  S2 1.823, C4 1.498, H12 1.091, H13 1.094
4 C -0.478 0.131 2.884  C3 1.498, C5 1.398, C9 1.391
5 C -1.428 -0.786 3.343  C4 1.398, C6 1.389, H14 1.087
6 C -2.756 -0.652 2.959  C5 1.389, C7 1.388, H15 1.083
7 C -3.134 0.391 2.124  C6 1.388, C8 1.390, H16 1.084
8 C -2.189 1.298 1.659  C7 1.390, C9 1.390, H17 1.084
9 C -0.857 1.168 2.038  C4 1.391, C8 1.390, H18 1.085
10 H 3.729 -0.131 3.420  S1 1.343
11 H 1.664 -1.018 1.196  S2 1.351
12 H 1.537 0.901 3.042  C3 1.091
13 H 1.091 -0.188 4.375  C3 1.094
14 H -1.123 -1.590 4.008  C5 1.087
15 H -3.491 -1.359 3.326  C6 1.083
16 H -4.171 0.498 1.829  C7 1.084
17 H -2.506 2.102 1.004  C8 1.084
18 H -0.124 1.885 1.683  C9 1.085
19 C -3.031 3.934 -1.740  C20 1.513, H24 1.086, H25 1.091, H26 1.090
20 C -4.414 3.417 -1.410  C19 1.513, O21 1.222, N22 1.355
21 O -4.798 3.290 -0.256  C20 1.222
22 N -5.226 3.104 -2.450  C20 1.355, C23 1.450, H27 1.008
23 C -4.949 3.200 -3.870  N22 1.450, H28 1.090, H29 1.091, H30 1.085
24 H -2.520 4.147 -0.807  C19 1.086
25 H -2.461 3.198 -2.307  C19 1.091
26 H -3.087 4.852 -2.326  C19 1.090
27 H -6.135 2.774 -2.165  N22 1.008
28 H -5.650 3.881 -4.354  C23 1.090
29 H -5.036 2.223 -4.347  C23 1.091
30 H -3.944 3.573 -4.034  C23 1.085
31 C 4.303 -2.499 -0.434  C32 1.518, H36 1.088, H37 1.093, H38 1.090
32 C 4.492 -2.570 -1.938  C31 1.518, O33 1.217, N34 1.354
33 O 4.076 -1.676 -2.652  C32 1.217
34 N 5.129 -3.653 -2.441  C32 1.354, C35 1.450, H39 1.009
35 C 5.679 -4.790 -1.730  N34 1.450, H40 1.090, H41 1.090, H42 1.085
36 H 3.791 -1.558 -0.244  C31 1.088
37 H 3.695 -3.332 -0.071  C31 1.093
38 H 5.254 -2.498 0.099  C31 1.090
39 H 5.219 -3.634 -3.446  N34 1.009
40 H 6.752 -4.873 -1.905  C35 1.090
41 H 5.205 -5.716 -2.057  C35 1.090
42 H 5.516 -4.682 -0.662  C35 1.085